98
Properties=species:S:1:pos:R:3:lowdin_spin:R:1 method="wB97M-V/def2-TZVPD" charge=-2 orbital_gap_ev="3.62 / 3.60" s_squared=0.764 e_above_lowest_kcal_mol=6.1 fmax_ev_per_a=0.37 homo_energy_ev="-0.06 / -0.06" spin_multiplicity=2 total_energy_ev=-83303.8596
Cs 1.75 2.23 -0.72 0.00
C -0.49 -0.01 2.59 0.01
N 0.12 1.00 1.74 0.20
P 2.64 0.84 2.27 0.41
C 2.47 1.18 4.02 0.04
C 1.88 0.34 4.98 0.05
C 1.72 0.76 6.29 0.00
C 2.13 2.02 6.69 0.06
C 2.71 2.87 5.76 0.00
C 2.87 2.46 4.45 0.05
C 2.57 -0.96 2.12 0.04
C 3.14 -1.81 3.08 0.03
C 3.12 -3.18 2.92 0.00
C 2.52 -3.75 1.81 0.03
C 1.96 -2.93 0.84 0.00
C 2.00 -1.55 0.99 0.03
P -0.68 2.44 1.63 0.02
C -1.08 3.01 3.36 0.00
C -2.06 2.42 4.16 0.00
C -2.22 2.78 5.49 0.00
C -1.39 3.76 6.04 0.00
C -0.42 4.36 5.26 0.00
C -0.27 3.98 3.93 0.00
C -2.38 2.02 1.05 0.01
C -2.56 0.93 0.20 0.00
C -3.81 0.62 -0.32 0.00
C -4.90 1.42 -0.03 0.00
C -4.73 2.53 0.80 0.00
C -3.49 2.82 1.33 0.00
H 0.03 -0.96 2.50 0.00
H -1.54 -0.22 2.33 0.01
H -0.50 0.27 3.66 0.00
H 1.53 -0.63 4.69 0.00
H 1.24 0.09 7.00 0.00
H 1.99 2.35 7.72 0.00
H 3.02 3.87 6.05 0.00
H 3.32 3.14 3.73 0.00
H 3.61 -1.37 3.96 0.00
H 3.57 -3.81 3.69 0.00
H 2.47 -4.83 1.70 0.00
H 1.44 -3.35 -0.01 0.00
H 1.52 -0.96 0.21 0.00
H -2.71 1.65 3.74 0.00
H -2.97 2.30 6.10 0.00
H -1.51 4.04 7.08 0.00
H 0.24 5.11 5.68 0.00
H 0.51 4.44 3.32 0.00
H -1.72 0.28 -0.03 0.00
H -3.90 -0.27 -0.93 0.00
H -5.88 1.18 -0.43 0.00
H -5.58 3.16 1.03 0.00
H -3.38 3.68 1.99 0.00
O 3.48 2.46 -2.81 0.00
N 3.34 2.51 -4.10 0.00
C 4.14 1.72 -4.85 0.00
C 4.05 1.66 -6.22 0.00
C 3.10 2.46 -6.85 0.00
C 2.30 3.27 -6.08 0.00
C 2.38 3.33 -4.67 0.00
S 1.36 4.29 -3.73 0.00
H 4.82 1.14 -4.24 0.00
H 4.70 1.00 -6.77 0.00
H 2.98 2.44 -7.93 0.00
H 1.54 3.90 -6.54 0.00
C 0.72 0.48 -4.53 0.00
C 0.39 -0.13 -5.91 0.00
N -0.35 -1.39 -5.75 0.00
C -1.57 -1.12 -4.99 0.00
C -1.24 -0.49 -3.61 0.00
N 0.21 -0.37 -3.46 0.00
C 0.83 -1.69 -3.59 0.00
C 0.49 -2.31 -4.97 0.00
H 0.29 1.48 -4.42 0.00
H 1.80 0.58 -4.40 0.00
H 1.30 -0.34 -6.49 0.00
H -0.22 0.55 -6.51 0.00
H -2.12 -2.06 -4.88 0.00
H -2.20 -0.44 -5.59 0.00
H -1.63 -1.10 -2.79 0.00
H -1.67 0.51 -3.51 0.00
H 0.47 -2.33 -2.78 0.00
H 1.91 -1.57 -3.46 0.00
H -0.05 -3.25 -4.86 0.00
H 1.39 -2.51 -5.55 0.00
C -1.32 -2.61 -0.40 0.00
C -2.01 -3.78 -0.18 0.00
C -2.14 -4.80 -1.19 0.00
C -2.84 -5.97 -0.98 0.00
C -3.47 -6.25 0.24 0.00
C -3.36 -5.28 1.25 0.00
C -2.67 -4.11 1.06 0.00
H -1.19 -1.85 0.37 0.00
H -0.83 -2.45 -1.35 0.00
H -1.67 -4.64 -2.16 0.00
H -2.89 -6.69 -1.79 0.00
H -4.02 -7.17 0.40 0.00
H -3.82 -5.45 2.21 0.00
H -2.61 -3.39 1.87 0.00